Record 1
Formula: C31H41MgN2O2S3Sb2Te
Source: the OMol25 dataset
Level of theory: ωB97M-V with the def2-TZVPD basis set

Atoms and positions in Å:
Te: -2.403097 -1.932251 -1.906024
Sb: 0.500200 2.933386 1.174977
Sb: -3.847306 1.450881 -2.571390
S: -4.521685 0.831543 -0.380056
S: -1.615914 2.023186 -1.907902
S: -3.549881 -0.721495 -3.737053
Mg: -2.105146 0.762106 0.163135
O: -1.620187 0.914906 2.253357
O: -1.125013 -3.175686 0.245608
N: 0.772438 -0.106820 -0.725362
N: -1.491150 -0.997541 1.028259
C: -0.512521 -2.451260 2.491170
C: -1.246980 -5.895831 -4.638732
C: -1.896798 -3.638321 -3.080381
C: -1.072353 -2.298761 1.150719
C: 3.027819 -0.703326 -0.207859
C: -2.098981 4.324806 1.875692
C: 0.084257 -3.523494 3.148511
C: 2.030671 4.226157 -1.095343
C: -0.914899 -7.106165 -5.473649
C: 1.105229 -0.024339 -2.007850
C: 1.041210 4.327853 4.034263
C: 1.710524 -0.447633 0.149751
C: 3.375509 -0.604945 -1.547063
C: -1.929963 -6.025982 -3.440203
C: 2.335751 3.823047 0.348250
C: 3.071108 4.927456 1.099545
C: 2.395794 -0.264114 -2.466870
C: -0.372215 6.023034 1.174606
C: -0.893642 4.603488 0.978356
C: -2.263545 -4.924884 -2.652259
C: -1.283525 -0.329648 2.198233
C: -0.640100 -1.186220 3.146117
C: 0.550920 -3.345866 4.438938
C: 0.424785 -2.091113 5.088330
C: 0.892296 2.986862 3.324977
C: -0.163374 -1.018018 4.453594
C: -2.996403 -5.204585 -1.363188
C: -0.868260 -4.621751 -5.035706
C: 2.079497 2.065728 3.602578
C: -0.665660 -2.156946 -4.742164
C: -1.165341 -3.495102 -4.272650
H: 1.479201 3.446617 -1.629118
H: 1.850248 4.931182 3.618044
H: -0.019876 -2.272186 -5.615871
H: -0.008960 2.488705 3.695984
H: 0.798314 -1.979283 6.100857
H: -3.279262 -4.293857 -0.846507
H: -0.296402 -7.814520 -4.916869
H: -0.103733 -1.668161 -3.944552
H: 2.442118 5.806041 1.255172
H: 0.182219 -4.478630 2.643863
H: 1.264651 4.172303 5.098881
H: 0.417300 6.272763 0.465400
H: 0.300922 0.262898 -2.679223
H: 2.954448 4.429711 -1.651728
H: 1.419930 5.132562 -1.132917
H: -1.827355 4.347289 2.935813
H: 3.003534 2.446592 3.151747
H: -0.260531 -0.059089 4.952940
H: -3.896172 -5.793960 -1.562122
H: 2.257735 1.969552 4.680931
H: 1.385806 -0.529063 1.184838
H: 0.022005 6.181831 2.179823
H: -1.218944 4.487618 -0.059481
H: 4.392526 -0.797094 -1.868748
H: 3.414371 4.589159 2.079526
H: 3.753204 -0.978534 0.547059
H: -2.877054 5.080328 1.716056
H: -1.820564 -7.635862 -5.780451
H: 3.956663 5.254820 0.536150
H: -2.222745 -7.016248 -3.098023
H: -0.311812 -4.496551 -5.960752
H: -1.491905 -1.487967 -4.990531
H: 1.019854 -4.170800 4.964278
H: 2.995874 2.949195 0.309748
H: -1.185819 6.745442 1.025914
H: -2.542882 3.347355 1.677793
H: 1.901736 1.061064 3.209286
H: 2.618060 -0.184462 -3.523823
H: 0.125946 4.917919 3.976889
H: -2.355837 -5.775283 -0.687778
H: -0.370877 -6.821740 -6.375758

Cartesian forces (eV/Å) of the 2 atoms listed first:
Te -0.159 -0.036 -0.125
Sb -0.008 0.048 -0.013

Output
Spin multiplicity: 2
Gap between HOMO and LUMO (alpha / beta), eV: 4.2 / 6.0
Total charge: -2
⟨S²⟩: 0.77
Molar mass, g/mol: 965.31

These are the Löwdin partial charges, in e, on atoms 1 to 6: 1.11 1.54 0.21 -0.24 -0.20 -0.27

---

Record 2
Formula: C2H7O3SSi
Source: the OMol25 dataset
Level of theory: ωB97M-V with the def2-TZVPD basis set

Atoms and positions in Å:
S: 2.001889 -0.751899 -3.009379
Si: 0.516534 0.124066 -0.262212
O: 0.380832 -0.359166 1.325254
O: 1.804269 -0.520220 -0.862501
O: 0.987969 -1.575205 -3.767081
C: -1.242908 -0.068052 -1.029064
C: -0.104986 0.245471 2.483766
H: -1.191301 0.216260 2.474938
H: -1.136110 -0.938156 -1.677061
H: 0.192502 -0.400102 3.327458
H: -1.810315 -0.435696 -0.140661
H: 0.942664 2.399941 0.108981
H: 0.273127 1.284520 2.599981
H: -1.614168 0.778239 -1.572420

Cartesian forces (eV/Å) of the 2 atoms listed first:
S 0.052 0.268 0.531
Si -0.534 2.470 1.213

Output
Gap between HOMO and LUMO, eV: 6.9
Total charge: -1
Molar mass, g/mol: 139.23

These are the natural (NBO) partial charges, in e, on atoms 1 to 6: 0.68 2.09 -0.93 -1.23 -0.91 -1.17